ORCA calculation (ωB97M-V/def2-TZVPD) on a 2-piece molecular cluster, C2H7N2O2 overall at a distorted geometry.

Atoms and positions in Å:
O (-0.47838, -0.67528, 1.14726)
O (1.62214, -1.41851, -0.06784)
N (1.42081, 0.79564, 0.37221)
N (-1.99269, -0.57792, -0.51982)
C (-1.31568, -0.06464, 0.49070)
C (1.96140, -0.21362, -0.23962)
H (-1.58486, 0.97190, 0.73109)
H (-2.72226, -0.06156, -0.98395)
H (1.75562, 1.73939, 0.22636)
H (0.76206, 0.60688, 1.13569)
H (-1.87435, -1.55065, -0.77018)
H (0.82791, -1.52011, 0.55606)
H (2.75079, -0.04627, -0.97352)

## Properties
Gap between HOMO and LUMO   11.90 eV
Energy relative to the best compared isomer or geometry (same formula, charge and spin)   14.6 kJ/mol
Total charge   +1
Energy   -9256.62049 eV
LUMO   -3.594 eV
Multiplicity   1

---

ORCA calculation (ωB97M-V/def2-TZVPD) on an isolated ion of composition C2H7N2O2 and charge +1 at a distorted geometry.

Atoms and positions in Å:
O (-2.77231, -0.36404, 0.35929)
O (-0.96770, 1.42365, -0.05674)
N (-0.67381, 0.07355, -0.13964)
N (-1.56751, -0.77941, -0.02937)
C (0.63199, -0.28599, -0.57174)
C (1.63573, -0.09369, 0.52254)
H (1.31971, -0.58215, 1.49047)
H (1.77223, 0.97953, 0.89033)
H (-0.13104, 1.87403, -0.16784)
H (-3.52224, -1.01314, -0.00254)
H (1.00535, 0.55481, -1.37460)
H (0.62433, -1.22635, -1.21495)
H (2.64526, -0.56080, 0.29479)

## Properties
Gap between HOMO and LUMO (alpha / beta)   9.52 / 7.41 eV
Energy relative to the best compared isomer or geometry (same formula, charge and spin)   311.1 kJ/mol
Total charge   +1
Energy   -9247.04298 eV
LUMO (alpha / beta)   -3.594 / -9.120 eV
Multiplicity   3

---

ORCA calculation (ωB97M-V/def2-TZVPD) on C2H7N2O5Sn as an isolated structure at a distorted geometry.

Atoms and positions in Å:
Sn (-0.56426, -0.73654, -2.60028)
O (-1.63595, -0.15170, -5.15750)
O (-1.18585, -2.00368, 0.00856)
O (-1.46360, -1.01147, 1.90537)
O (0.14066, 1.25829, -0.53475)
O (-0.46319, 3.21798, -0.03140)
N (-0.96140, -1.86265, 1.22095)
N (0.37854, 2.34270, -0.00380)
C (-0.00747, -2.79412, 1.86490)
C (1.70757, 2.56593, 0.56641)
H (-2.52185, 0.18953, -5.35224)
H (1.70988, 3.42051, 1.23873)
H (-0.40722, -2.90703, 2.86989)
H (2.38462, 2.77275, -0.26108)
H (2.02623, 1.69007, 1.12652)
H (-0.05630, -3.75874, 1.36728)
H (0.91957, -2.23183, 1.77244)

## Properties
Gap between HOMO and LUMO   6.51 eV
Energy relative to the best compared isomer or geometry (same formula, charge and spin)   142.8 kJ/mol
Total charge   +1
Energy   -21220.75132 eV
LUMO   -6.435 eV
Multiplicity   1

---

ORCA calculation (ωB97M-V/def2-TZVPD) on a 3-piece molecular cluster, C2H7N2OP overall at a distorted geometry.

Atoms and positions in Å:
P (3.08178, 0.20030, 0.44915)
O (1.26598, -1.32444, 0.40317)
N (2.76899, 1.21350, -0.67254)
N (-0.62528, -0.75007, -0.80544)
C (-1.74880, -0.00741, -1.20121)
C (0.28395, -0.91377, -0.06770)
H (2.16868, 0.53638, 1.30485)
H (-2.19620, -0.56040, -2.12619)
H (-1.94731, -0.22808, 2.77136)
H (-2.58540, 0.04575, -0.40215)
H (-1.56265, 0.87933, -1.63889)
H (3.42073, 1.31422, -1.43041)
H (-2.32446, -0.40531, 3.41599)

## Properties
Gap between HOMO and LUMO   9.13 eV
Energy relative to the best compared isomer or geometry (same formula, charge and spin)   434.4 kJ/mol
Energy   -16500.67377 eV
LUMO   0.612 eV
Multiplicity   1

---

ORCA calculation (ωB97M-V/def2-TZVPD) on a 2-piece molecular cluster, C2H7N2OS overall at a distorted geometry.

Atoms and positions in Å:
S (2.54734, 1.20925, 0.08846)
O (-0.76376, -0.00442, -0.36580)
N (1.82488, 0.04360, -1.25051)
N (2.28030, -1.58508, 0.48628)
C (-1.06756, 1.25322, 0.23265)
C (2.07288, -0.42104, -0.05738)
H (-0.45573, 1.35401, 1.06464)
H (0.87974, 0.24670, -1.54414)
H (-1.10127, 2.01225, -0.50025)
H (-1.55458, -0.50430, -0.18596)
H (-2.09250, 1.13188, 0.50318)
H (2.94465, -1.82700, 1.22578)
H (2.16017, -2.45991, 0.01493)

## Properties
Gap between HOMO and LUMO   9.38 eV
Energy relative to the best compared isomer or geometry (same formula, charge and spin)   272.9 kJ/mol
Total charge   +1
Energy   -18040.75866 eV
LUMO   -5.344 eV
Multiplicity   1

---

ORCA calculation (ωB97M-V/def2-TZVPD) on C2H7N2S as an isolated structure at a distorted geometry.

Atoms and positions in Å:
S (0.08557, 0.95154, -1.26204)
N (-0.72490, -2.84370, 0.98398)
N (0.43194, -0.78122, 1.02312)
C (0.39905, 2.67900, -0.68070)
C (-0.53151, -1.64886, 1.45696)
H (0.35638, 2.50268, 0.42302)
H (1.46510, 2.80196, -0.89230)
H (-0.18422, 3.54416, -0.96194)
H (-0.71260, -2.85777, -0.02791)
H (1.22037, -1.41366, 0.90228)
H (0.35944, 0.22142, 0.27632)
H (-1.16168, -1.12452, 2.19885)

## Properties
Gap between HOMO and LUMO   7.57 eV
Energy relative to the best compared isomer or geometry (same formula, charge and spin)   200.1 kJ/mol
Total charge   -1
Energy   -16001.91589 eV
LUMO   4.275 eV
Multiplicity   1